Entry from the OMol25 dataset: C27H28FeNO5 as an isolated structure (ωB97M-V/def2-TZVPD).

Its net charge is +1. The spin multiplicity is 5. The LUMO energy (spin up / spin down) is -3.531 / -6.369 eV. The expectation value of S² is 6.1052. Its HOMO-LUMO gap (spin up / spin down) is 6.64 / 4.61 eV. The HOMO energy (spin up / spin down) is -0.37369 / -0.40332 Eh.

The geometry in XYZ format:
```
62
Properties=species:S:1:pos:R:3:forces:R:3:mulliken_charge:R:1
C -1.345338 3.454473 2.108394 0.23 0.07 0.10 -0.75
O -2.098601 2.406985 1.462298 0.07 -1.21 -0.77 -0.38
C -1.591686 1.606944 0.476912 -0.40 0.57 -0.13 0.08
C -2.449439 1.119413 -0.576530 -0.33 3.15 -0.47 -0.48
C -1.851562 1.321298 -1.967545 -0.29 -0.16 0.13 -0.61
C -0.469953 0.759754 -2.066646 -1.23 -0.35 1.54 2.29
C 0.170908 0.536572 -0.867882 0.54 -0.38 1.10 -0.08
C -0.298016 1.010016 0.420403 1.64 2.89 -1.04 -0.95
Fe -1.800669 -0.487095 0.584561 1.28 2.67 -0.71 0.33
C -3.135884 -1.266972 -0.210060 -5.24 -4.24 -3.35 0.22
O -3.986551 -1.878368 -0.706443 2.13 1.93 1.12 -0.27
C -2.502018 -0.591634 2.161899 -3.86 -2.08 7.47 0.05
O -3.025704 -1.011958 3.111110 1.78 1.65 -2.85 -0.24
C -0.829500 -1.960619 0.585278 4.24 -7.74 -0.81 0.42
O -0.411343 -3.048221 0.518654 -1.61 3.87 0.42 -0.24
H -1.627928 3.420848 3.168726 0.22 0.00 -0.35 0.29
H -0.253025 3.344332 1.992153 -0.52 -0.04 0.01 0.37
H -1.685080 4.409073 1.678461 0.24 -0.35 0.12 0.27
H -3.506903 1.373051 -0.469661 0.20 0.07 -0.07 0.55
H -2.519728 0.930081 -2.753734 0.30 0.13 0.31 0.49
H -1.783397 2.422941 -2.139418 -0.14 -0.35 -0.10 0.34
H -0.123240 0.371089 -3.045969 0.32 0.37 0.23 -1.56
H 1.093639 -0.051162 -0.833078 -0.15 0.46 -0.06 0.47
H 0.370286 1.122012 1.280911 -0.06 -0.29 -0.41 0.76
O 2.253055 1.588524 -3.525007 -1.22 -0.21 0.89 -0.75
C 2.594476 0.727393 -4.593406 0.51 -0.15 0.01 3.21
C 3.546283 1.593650 -5.420302 -0.31 -0.31 -0.27 -0.42
C 4.270631 2.555251 -4.724117 0.49 0.46 -0.41 -0.36
C 5.131054 3.413515 -5.419459 -0.29 -0.48 0.00 -0.78
C 5.273835 3.285216 -6.804769 0.08 0.08 0.17 -0.51
C 4.559684 2.305816 -7.495744 -0.21 -0.27 0.05 -1.09
C 3.685081 1.455330 -6.807534 0.34 0.29 0.34 0.16
C 3.291092 -0.544215 -4.069585 0.31 0.21 0.00 -0.81
C 2.842902 -1.166950 -2.901516 0.36 -0.27 -0.10 0.38
C 3.485513 -2.314079 -2.422391 -0.14 0.13 -0.05 -0.64
C 4.582058 -2.844766 -3.107124 0.04 0.16 -0.21 -0.64
C 5.032780 -2.225880 -4.282814 -0.47 0.16 0.24 -0.76
C 4.382445 -1.079984 -4.760264 0.06 -0.41 0.19 -0.55
C 1.352183 0.275898 -5.359140 -0.26 -0.39 -1.15 -0.72
C 0.596111 1.346631 -6.157750 0.40 0.13 0.43 -0.79
C -0.841689 0.823170 -6.231597 -0.30 0.26 -0.41 -0.65
C -0.970213 -0.293228 -5.198753 0.70 -0.53 0.16 -0.64
N 0.332043 -0.284332 -4.476068 -0.28 -0.53 -0.35 -0.49
H 1.477681 1.241281 -3.043788 0.64 0.16 -0.48 -0.21
H 4.151468 2.648559 -3.644324 0.10 0.00 -0.45 0.41
H 5.678514 4.161628 -4.850502 -0.02 -0.08 -0.28 0.40
H 5.958159 3.947811 -7.338113 -0.25 -0.21 0.11 0.39
H 4.671477 2.184504 -8.576058 0.02 0.13 0.36 0.40
H 3.124002 0.676676 -7.332285 0.28 0.32 0.07 0.51
H 1.991748 -0.755102 -2.355175 0.38 -0.17 -0.21 0.00
H 3.110982 -2.780824 -1.504825 0.26 0.08 -0.36 0.41
H 5.087895 -3.736779 -2.731819 -0.18 0.30 -0.10 0.38
H 5.884744 -2.624552 -4.832683 -0.21 0.06 0.20 0.43
H 4.729701 -0.599753 -5.678487 -0.06 -0.18 0.39 0.34
H 1.644422 -0.527386 -6.058917 0.25 0.28 0.00 0.61
H 0.658586 2.302354 -5.614969 -0.04 -0.22 -0.22 0.35
H 1.062313 1.475200 -7.140382 -0.29 0.12 0.28 0.44
H -1.553293 1.624779 -6.031805 -0.03 -0.04 -0.15 0.32
H -1.051183 0.421348 -7.226853 -0.08 0.16 0.13 0.30
H -1.789218 -0.143054 -4.482454 0.13 -0.07 -0.21 0.26
H -1.117283 -1.264994 -5.693914 -0.11 0.24 0.16 0.40
H 0.586640 -1.217438 -4.156220 -0.01 0.14 -0.22 0.29
```
Positions in Å, forces in eV/Å.

=====

Entry from the OMol25 dataset: C27H28N2O5TeV as an isolated structure (ωB97M-V/def2-TZVPD).

Its net charge is 0. The spin multiplicity is 2. The LUMO energy (spin up / spin down) is -1.054 / -1.009 eV. The expectation value of S² is 0.7622. Its HOMO-LUMO gap (spin up / spin down) is 6.31 / 6.35 eV. The HOMO energy (spin up / spin down) is -0.27054 / -0.27058 Eh.

The geometry in XYZ format:
```
64
Properties=species:S:1:pos:R:3:forces:R:3:mulliken_charge:R:1
V -1.695302 -3.055979 -1.932643 0.00 -0.06 -0.48 0.63
O -0.842608 0.584292 -3.351959 -0.05 -0.05 0.03 -0.58
C -0.924807 -0.596419 -3.178677 0.05 0.03 -0.01 0.42
O -1.698700 -1.215143 -2.285347 -0.06 -0.19 -0.03 -0.55
C -0.178091 -1.615366 -4.016325 -0.15 0.06 0.10 0.38
C 0.576534 -1.410013 -5.152762 0.08 -0.04 -0.02 -0.68
C 1.028521 -2.537637 -5.836200 -0.04 0.00 0.03 -0.13
C 0.688492 -3.816414 -5.401126 0.08 0.05 0.00 -0.67
C -0.070561 -3.919527 -4.252489 -0.15 -0.09 0.06 0.53
N -0.447783 -2.838355 -3.593577 0.07 0.02 -0.11 -0.27
C -0.709786 -5.154110 -3.644097 0.01 0.05 0.02 0.49
O -0.509004 -6.262683 -4.055051 -0.01 0.03 0.04 -0.60
O -1.526444 -4.812134 -2.658717 -0.02 0.17 -0.10 -0.61
H 0.777707 -0.404450 -5.493255 0.01 0.00 0.00 0.53
H 1.618146 -2.417414 -6.735404 0.00 0.00 0.00 0.44
H 0.977663 -4.708933 -5.937200 0.01 0.00 0.00 0.50
C -1.898034 -4.208052 1.524728 0.00 0.09 0.02 -1.19
C -1.807035 -3.612494 0.166224 0.09 -0.07 0.08 1.48
O -2.925824 -3.492353 -0.556789 0.16 0.09 0.06 -0.54
N -0.708606 -3.223923 -0.436617 -0.11 -0.14 0.28 -0.49
Te 0.334224 -0.729414 1.526358 0.08 0.10 0.02 0.75
C 1.503486 0.704510 2.577255 -0.02 -0.07 -0.01 -0.19
C 0.912032 1.806742 3.198916 0.01 0.02 0.08 1.18
C -0.575502 2.002525 3.312031 0.00 0.05 -0.01 -1.57
C 1.738000 2.786622 3.753447 0.01 -0.02 0.01 -1.05
C 3.117858 2.686079 3.732352 0.01 0.00 0.00 0.67
C 3.991764 3.754928 4.331006 -0.01 -0.01 0.00 -1.55
C 3.681500 1.553598 3.152119 -0.01 0.03 0.01 -0.94
C 2.901756 0.563844 2.572019 -0.02 -0.01 0.02 1.21
C 3.586188 -0.629586 1.959675 -0.02 0.01 -0.01 -1.77
C -0.787406 0.726050 0.467339 -0.04 -0.06 -0.03 -0.03
C -0.124178 1.730459 -0.243666 0.00 0.03 -0.03 1.34
C 1.371899 1.803455 -0.388149 -0.01 0.03 0.00 -2.01
C -0.879425 2.732476 -0.852054 0.01 -0.02 -0.01 -1.11
C -2.260078 2.749522 -0.795876 -0.04 0.00 0.01 0.69
C -3.058343 3.835011 -1.464900 0.01 -0.01 0.00 -1.72
C -2.898612 1.720692 -0.111966 0.01 0.03 -0.01 -1.27
C -2.191030 0.709335 0.520609 0.01 0.00 -0.01 1.52
C -2.972298 -0.369127 1.222870 0.03 0.01 -0.02 -1.42
H -2.496077 -5.117575 1.479873 0.01 0.00 -0.01 0.39
H -2.410941 -3.497963 2.176985 -0.02 0.00 -0.01 0.26
H -0.905644 -4.406244 1.918339 0.00 -0.01 0.00 0.32
H -1.099951 1.049723 3.377557 0.00 -0.02 0.00 0.18
H -0.972839 2.535194 2.444819 -0.01 -0.02 0.02 0.21
H -0.807248 2.586862 4.202952 0.00 0.01 -0.01 0.57
H 1.275611 3.647510 4.225861 0.01 -0.01 0.00 0.34
H 3.394055 4.559813 4.757343 0.00 0.00 0.00 0.35
H 4.651784 4.187529 3.576816 0.00 0.00 0.00 0.32
H 4.623744 3.347037 5.121933 0.00 0.00 0.00 0.35
H 4.761130 1.440727 3.147422 -0.01 0.00 0.00 0.34
H 4.667538 -0.543745 2.061406 -0.01 0.00 0.00 0.39
H 3.342432 -0.725506 0.900284 0.00 0.00 -0.02 0.31
H 3.277066 -1.560055 2.440523 -0.01 0.00 0.00 0.31
H 1.816642 0.810467 -0.455164 0.00 -0.03 0.00 0.28
H 1.827908 2.305057 0.469050 0.01 -0.01 -0.03 0.26
H 1.630548 2.361015 -1.288308 0.00 0.01 0.01 0.54
H -0.360992 3.504504 -1.410799 -0.01 0.01 0.01 0.30
H -2.412829 4.505974 -2.030565 0.00 0.00 0.00 0.39
H -3.602543 4.430400 -0.728907 0.00 0.00 0.00 0.33
H -3.793366 3.412425 -2.151971 0.01 0.00 0.00 0.37
H -3.983284 1.704586 -0.070676 0.01 0.00 0.00 0.33
H -4.024545 -0.093948 1.287956 0.00 0.00 0.01 0.45
H -2.595644 -0.552154 2.229802 0.02 0.01 0.03 0.29
H -2.918847 -1.312225 0.675363 -0.01 0.03 0.01 -0.03
```
Positions in Å, forces in eV/Å.

=====

- The highest net charge belongs to which entry?
  C27H28FeNO5

=====

- What is the net charge in the second record?
  0

=====

- Which of these has the lowest net charge?
  C27H28N2O5TeV

=====

- The lowest net charge belongs to which entry?
  C27H28N2O5TeV